{
  "formula": "C35H50IrN5OS2Si",
  "method": "wB97M-V/def2-TZVPD",
  "energy_ha": -2902.86547,
  "orbital_gap_ev": [5.53, 5.61],
  "s_squared": 6.0710,
  "relative_energy_kj_mol": 40.5,
  "multiplicity": 5,
  "species": ["Ir", "N", "C", "S", "N", "N", "C", "C", "C", "C", "C", "C", "N", "H", "H", "H", "H", "H", "H", "H", "C", "Si", "C", "C", "C", "C", "C", "C", "C", "C", "H", "H", "H", "H", "H", "H", "H", "H", "H", "H", "H", "H", "H", "H", "H", "H", "H", "H", "H", "H", "H", "S", "C", "N", "C", "C", "C", "C", "C", "C", "H", "H", "H", "H", "H", "C", "C", "C", "C", "C", "C", "C", "C", "C", "C", "C", "C", "O", "H", "H", "H", "H", "H", "H", "H", "H", "H", "H", "H", "H", "H", "H", "H", "H", "H"],
  "xyz": [[-0.32, 0.30, -0.24], [-4.12, -0.06, 2.03], [-3.05, -0.19, 1.17], [-1.67, 0.83, 1.53], [-3.16, -0.97, 0.16], [-2.05, -0.91, -0.66], [-2.13, -1.59, -1.79], [-1.13, -1.39, -2.74], [-1.17, -1.95, -4.05], [-0.23, -1.62, -4.97], [0.81, -0.73, -4.60], [0.82, -0.24, -3.32], [-0.11, -0.54, -2.39], [-3.96, 0.34, 2.93], [-4.82, -0.78, 1.96], [-3.00, -2.21, -1.99], [-1.98, -2.63, -4.29], [-0.27, -2.04, -5.97], [1.59, -0.44, -5.29], [1.61, 0.43, -3.01], [0.56, 2.84, -2.44], [-0.72, 2.53, -1.08], [-0.36, 4.00, 0.16], [-1.34, 4.17, 1.33], [-0.31, 5.38, -0.54], [1.03, 3.76, 0.76], [-2.41, 2.72, -1.98], [-2.51, 1.71, -3.13], [-3.61, 2.49, -1.06], [-2.54, 4.12, -2.60], [0.59, 3.90, -2.72], [0.31, 2.28, -3.34], [1.58, 2.56, -2.16], [-2.35, 4.40, 1.00], [-1.00, 5.01, 1.96], [-1.40, 3.29, 1.97], [-1.30, 5.75, -0.79], [0.30, 5.39, -1.44], [0.13, 6.10, 0.16], [1.10, 2.79, 1.25], [1.24, 4.52, 1.52], [1.81, 3.84, 0.00], [-2.50, 0.68, -2.75], [-1.71, 1.81, -3.86], [-3.46, 1.86, -3.65], [-3.62, 1.49, -0.65], [-4.54, 2.63, -1.64], [-3.64, 3.19, -0.23], [-1.68, 4.41, -3.20], [-2.71, 4.89, -1.85], [-3.42, 4.13, -3.27], [4.39, 0.65, -0.99], [2.81, 1.01, -0.46], [1.94, 0.05, -0.54], [2.55, -1.12, -1.02], [1.93, -2.36, -1.16], [2.67, -3.41, -1.65], [4.02, -3.24, -2.01], [4.65, -2.02, -1.85], [3.90, -0.97, -1.34], [2.56, 1.98, -0.08], [0.90, -2.48, -0.88], [2.21, -4.38, -1.77], [4.58, -4.08, -2.40], [5.69, -1.90, -2.11], [-0.78, -4.01, 0.72], [-1.08, -4.04, 2.21], [-2.43, -3.38, 2.51], [-0.04, -3.43, 3.13], [0.09, -3.98, 4.38], [0.98, -3.45, 5.33], [1.79, -2.36, 5.01], [1.73, -1.76, 3.79], [2.69, -0.64, 3.46], [3.69, -1.10, 2.39], [2.00, 0.67, 3.07], [0.76, -2.25, 2.79], [0.65, -1.67, 1.69], [-1.53, -4.62, 0.20], [0.21, -4.41, 0.49], [-0.84, -3.00, 0.32], [-1.14, -5.09, 2.51], [-2.37, -2.31, 2.35], [-2.74, -3.57, 3.54], [-3.20, -3.77, 1.84], [-0.51, -4.84, 4.64], [1.04, -3.91, 6.31], [2.49, -1.99, 5.75], [3.26, -0.45, 4.37], [3.17, -1.39, 1.48], [4.27, -1.95, 2.74], [4.38, -0.29, 2.15], [1.43, 0.55, 2.15], [2.75, 1.45, 2.92], [1.31, 1.00, 3.84]]
}

{
  "formula": "C35H51AsBrCl3FN5NbO7Si3",
  "method": "wB97M-V/def2-TZVPD",
  "energy_ha": -9379.53268,
  "orbital_gap_ev": [4.23, 4.23],
  "total_charge": 3,
  "relative_energy_kj_mol": 451.3,
  "species": ["Nb", "C", "C", "N", "C", "C", "C", "O", "O", "C", "O", "C", "C", "C", "F", "C", "C", "C", "N", "C", "C", "N", "C", "C", "H", "H", "H", "H", "H", "H", "H", "H", "H", "H", "H", "H", "H", "H", "H", "H", "H", "H", "Br", "C", "C", "C", "C", "C", "N", "C", "O", "O", "H", "H", "H", "C", "Si", "C", "C", "As", "Si", "C", "C", "C", "Si", "C", "C", "C", "H", "H", "H", "H", "H", "H", "H", "H", "H", "H", "H", "H", "H", "H", "H", "H", "H", "H", "H", "H", "H", "H", "H", "H", "H", "H", "H", "C", "O", "C", "O", "H", "H", "H", "Cl", "C", "Cl", "Cl", "C", "N"],
  "xyz": [[20.17, 9.96, 14.28], [14.06, 6.75, 18.17], [14.14, 8.24, 17.91], [15.07, 8.72, 16.93], [16.35, 8.93, 17.31], [17.35, 9.40, 16.46], [18.76, 9.60, 16.98], [19.82, 9.79, 16.21], [19.03, 9.42, 18.15], [17.17, 9.53, 15.09], [18.19, 9.62, 14.24], [15.71, 9.33, 14.68], [15.44, 9.38, 13.27], [14.12, 9.25, 12.83], [13.90, 9.21, 11.42], [13.02, 9.01, 13.73], [13.36, 8.96, 15.10], [14.67, 9.02, 15.59], [11.62, 8.82, 13.38], [11.51, 8.08, 12.15], [10.11, 7.53, 11.86], [9.07, 8.61, 12.09], [9.20, 9.15, 13.50], [10.58, 9.74, 13.77], [13.65, 6.51, 19.19], [14.96, 6.18, 18.01], [13.36, 6.32, 17.45], [14.32, 8.73, 18.87], [13.10, 8.57, 17.61], [16.66, 8.68, 18.32], [16.32, 9.52, 12.64], [12.59, 8.67, 15.82], [12.20, 7.25, 12.20], [11.87, 8.68, 11.32], [9.88, 6.76, 12.64], [10.00, 7.11, 10.85], [8.11, 8.22, 11.96], [9.21, 9.38, 11.41], [9.07, 8.27, 14.19], [8.45, 9.88, 13.67], [10.66, 9.99, 14.86], [10.65, 10.72, 13.26], [24.27, 5.90, 11.00], [24.55, 7.26, 12.22], [25.88, 7.20, 12.76], [26.19, 7.80, 13.89], [25.33, 8.83, 14.27], [24.08, 8.89, 13.73], [23.72, 8.16, 12.59], [23.09, 9.69, 14.47], [23.24, 10.26, 15.58], [22.04, 9.95, 13.59], [26.66, 6.55, 12.31], [27.08, 7.50, 14.49], [25.45, 9.44, 15.17], [22.90, 9.31, 8.37], [20.99, 9.43, 8.54], [20.37, 7.67, 9.00], [20.08, 10.16, 7.06], [20.35, 11.18, 10.03], [22.30, 12.88, 10.17], [21.70, 14.34, 11.25], [22.75, 13.29, 8.33], [23.67, 12.06, 11.05], [18.10, 12.11, 9.69], [17.42, 12.92, 11.24], [16.86, 10.65, 9.41], [18.59, 13.56, 8.49], [23.50, 10.22, 8.47], [23.07, 8.83, 7.42], [23.17, 8.60, 9.11], [21.20, 7.05, 9.42], [20.05, 7.10, 8.09], [19.58, 7.70, 9.74], [19.02, 10.07, 7.21], [20.29, 9.68, 6.08], [20.41, 11.23, 6.90], [20.77, 14.75, 10.91], [22.47, 15.11, 11.26], [21.53, 14.09, 12.33], [22.83, 14.36, 8.13], [22.03, 12.89, 7.61], [23.73, 12.91, 7.99], [24.04, 11.10, 10.64], [23.44, 11.80, 12.14], [24.54, 12.74, 11.09], [17.42, 12.23, 12.05], [16.37, 13.22, 11.18], [18.02, 13.78, 11.63], [16.38, 10.31, 10.32], [17.33, 9.84, 8.88], [16.15, 11.10, 8.71], [19.32, 14.22, 8.96], [17.73, 14.17, 8.22], [19.15, 13.32, 7.57], [20.56, 5.97, 12.29], [19.84, 7.21, 12.48], [20.24, 7.99, 13.44], [20.91, 7.56, 14.40], [20.45, 5.77, 11.20], [20.06, 5.19, 12.85], [21.59, 6.08, 12.61], [18.50, 14.57, 16.16], [19.53, 14.43, 14.55], [21.27, 15.01, 14.88], [18.76, 15.77, 13.64], [19.65, 13.08, 14.06], [19.77, 11.95, 13.78]]
}

{
  "formula": "C35H51B2BrF3N3O19S",
  "method": "wB97M-V/def2-TZVPD",
  "energy_ha": -6278.97866,
  "orbital_gap_ev": 6.93,
  "species": ["C", "O", "B", "O", "C", "C", "N", "C", "S", "C", "B", "O", "O", "C", "C", "C", "O", "Br", "C", "N", "C", "O", "C", "C", "C", "O", "C", "C", "C", "C", "F", "C", "F", "F", "N", "C", "H", "H", "H", "H", "H", "H", "H", "H", "H", "H", "H", "H", "H", "H", "H", "H", "H", "H", "H", "C", "C", "O", "C", "O", "O", "C", "H", "H", "H", "H", "H", "H", "H", "H", "C", "C", "O", "C", "O", "O", "C", "H", "H", "H", "H", "H", "H", "H", "H", "C", "C", "O", "C", "O", "O", "C", "H", "H", "H", "H", "H", "H", "H", "H", "C", "C", "O", "C", "O", "O", "C", "H", "H", "H", "H", "H", "H", "H", "H"],
  "xyz": [[1.40, -2.70, 7.88], [1.18, -2.10, 6.54], [-0.16, -2.59, 6.04], [-0.43, -4.03, 5.77], [-1.41, -1.53, 5.70], [-2.54, -1.25, 6.88], [-2.48, -1.94, 8.23], [-1.83, -1.11, 9.13], [-1.62, 0.01, 10.44], [-3.75, -0.18, 6.44], [-4.92, 0.07, 7.62], [-5.15, 1.38, 8.28], [-5.76, -1.14, 7.91], [-3.80, 0.53, 4.96], [-5.03, 1.55, 4.60], [-4.77, 3.12, 4.99], [-3.59, 3.75, 5.02], [-6.41, 4.23, 5.46], [-2.64, 0.23, 3.79], [-2.84, 0.92, 2.47], [-1.74, 0.48, 1.55], [-1.79, 1.03, 0.15], [-1.30, 2.43, 0.33], [-2.43, 3.57, 0.01], [-3.17, 4.05, 1.42], [-1.76, 4.79, -0.52], [-0.53, -0.56, 1.88], [0.60, -0.98, 0.73], [1.35, 0.31, 0.04], [2.76, -0.10, -0.77], [4.01, -0.54, -0.09], [2.82, -0.01, -2.28], [1.67, -0.39, -3.17], [4.06, 0.46, -3.01], [-0.38, -1.21, 3.23], [-1.46, -0.81, 4.19], [2.15, -2.05, 8.53], [0.34, -2.71, 8.41], [1.75, -3.84, 7.80], [-0.15, -4.60, 6.54], [-6.00, 1.76, 7.86], [-6.04, -1.15, 8.87], [-6.07, 1.25, 5.09], [-5.23, 1.53, 3.43], [-0.91, 2.54, 1.43], [-0.36, 2.60, -0.39], [-3.21, 3.25, -0.81], [-4.23, 3.52, 1.53], [-2.48, 3.76, 2.35], [-3.33, 5.23, 1.40], [-0.77, 4.75, -0.35], [0.14, -1.74, -0.07], [1.44, -1.61, 1.28], [0.62, 0.70, -0.82], [1.51, 1.23, 0.77], [2.43, 0.95, -6.48], [2.42, 1.61, -7.84], [1.09, 1.97, -8.24], [0.56, 3.05, -7.63], [1.12, 3.75, -6.78], [-0.70, 3.22, -8.08], [-1.41, 4.27, -7.43], [1.75, 0.09, -6.46], [3.44, 0.61, -6.22], [2.09, 1.64, -5.70], [2.80, 0.90, -8.59], [3.08, 2.49, -7.88], [-0.86, 5.22, -7.48], [-1.62, 4.00, -6.40], [-2.37, 4.41, -7.95], [7.51, 0.44, -12.64], [7.38, 1.95, -12.68], [6.02, 2.35, -12.91], [5.18, 2.22, -11.85], [5.48, 1.81, -10.74], [3.94, 2.60, -12.25], [2.94, 2.41, -11.26], [7.10, 0.00, -13.55], [8.56, 0.15, -12.54], [6.96, 0.01, -11.80], [7.97, 2.35, -13.51], [7.77, 2.42, -11.76], [3.21, 2.91, -10.32], [2.77, 1.34, -11.09], [2.01, 2.85, -11.63], [6.73, -0.31, -1.86], [8.00, 0.30, -2.44], [9.05, -0.67, -2.51], [8.94, -1.58, -3.50], [8.05, -1.65, -4.33], [10.00, -2.44, -3.41], [9.94, -3.52, -4.33], [6.94, -0.77, -0.89], [5.96, 0.46, -1.73], [6.33, -1.10, -2.50], [8.35, 1.10, -1.78], [7.82, 0.75, -3.42], [9.84, -3.16, -5.36], [9.12, -4.19, -4.07], [10.88, -4.08, -4.25], [-9.51, -4.83, 11.73], [-10.26, -5.55, 10.62], [-10.44, -4.70, 9.48], [-9.34, -4.51, 8.71], [-8.23, -4.99, 8.90], [-9.67, -3.66, 7.70], [-8.57, -3.29, 6.88], [-10.01, -3.89, 11.98], [-9.44, -5.45, 12.62], [-8.49, -4.57, 11.42], [-11.26, -5.81, 10.98], [-9.76, -6.48, 10.33], [-8.05, -4.16, 6.48], [-7.88, -2.65, 7.45], [-8.96, -2.71, 6.04]]
}

Q: What is the formula in the first record?
A: C35H50IrN5OS2Si